47
Properties=species:S:1:pos:R:3:forces:R:3 method="wB97M-V/def2-TZVPD" relative_energy_kj_mol=191.9 charge=+1 multiplicity=1 energy_ha=-958.431742 e_lumo_ha=-0.08523 molar_mass_g_mol=259.3 homo_lumo_gap_ev=8.46
C 0.41172 -0.75703 -2.62253 -0.1 -0.2 0.6
C -0.24542 -0.52638 -1.24641 0.4 0.6 -0.1
C -0.55178 -1.74133 -0.43460 -0.3 -1.0 -0.5
C -0.48670 -1.79451 0.90969 -0.1 0.7 -0.3
N -1.30831 -2.58467 1.67285 0.2 -0.2 0.2
C -1.16447 -2.90571 -1.20618 0.1 -0.1 -0.1
C -2.68922 -2.91183 -1.44026 0.7 -0.6 0.2
N 1.11063 0.50293 -2.99633 0.0 0.1 -1.6
H 1.12824 -1.57563 -2.58656 0.1 0.1 -0.2
H -0.36208 -0.98114 -3.35338 0.2 0.0 -0.2
H 0.34309 0.19631 -0.67951 0.3 -0.1 0.2
H -1.15656 0.04028 -1.45077 -0.3 -0.1 0.1
H 0.15749 -1.13075 1.48183 -0.2 0.2 -0.1
H -1.97087 -3.17662 1.19947 0.2 -0.1 0.1
H -1.01504 -2.86031 2.59670 0.0 -0.1 -0.2
H -0.81549 -3.84332 -0.76315 -0.4 0.0 0.4
H -0.68842 -3.00916 -2.18701 0.0 0.5 -0.1
H -3.22422 -3.33273 -0.59210 -0.1 0.0 0.1
H -3.08312 -1.91959 -1.59902 -0.1 0.3 -0.3
H -2.87097 -3.56428 -2.29514 -0.4 0.2 0.0
H 1.94683 0.66512 -2.40975 -0.3 0.6 0.7
H 1.47947 0.54054 -3.94879 0.0 -0.8 -0.1
H 0.39926 1.28246 -3.03872 0.5 0.0 1.3
H -3.58435 -0.36449 2.39743 -0.3 -0.2 0.4
H -4.31434 0.30381 3.64948 -0.2 -0.5 -0.2
O -3.70225 0.43382 2.92181 0.4 0.6 -0.1
H 0.51632 0.61498 2.85499 0.1 0.5 1.0
H 1.75658 0.77912 3.87999 -0.5 0.0 0.2
O 1.48771 0.62234 2.97478 0.7 -0.6 -1.0
H 3.92578 0.87649 -0.70353 0.0 -0.3 -0.3
H 2.74193 1.69537 -0.20915 -0.1 0.1 -0.4
O 3.20499 1.42603 -1.02877 0.2 -0.1 -0.7
H -1.91743 1.07303 3.50472 0.1 -0.1 -0.1
H -1.35708 1.61729 2.22381 0.2 0.2 0.2
O -1.07952 1.39098 3.12650 -0.3 -0.1 -0.4
H 3.10886 -1.80132 0.29084 0.3 -0.1 0.0
H 2.08091 -1.42326 -0.70283 0.0 0.0 0.0
O 3.03582 -1.36570 -0.56682 -0.4 -0.3 0.3
H 2.71873 2.98895 1.25200 -0.2 0.1 0.0
H 2.15522 1.61293 1.69273 -0.6 0.1 0.4
O 2.04290 2.33560 1.02896 0.4 0.1 0.5
H 0.13172 3.31376 -2.58027 -0.2 0.2 0.2
H -0.80751 2.69227 -1.48874 0.5 0.0 -0.2
O -0.47711 2.58526 -2.41231 -0.2 0.1 -0.4
H -0.81273 3.75321 0.49505 0.5 -0.2 0.3
H 0.40069 2.67350 0.47666 -0.2 0.7 0.3
O -0.53549 2.86031 0.25552 -0.6 -0.4 -0.2